An isolated molecule of C17H13ClN6O2S2 at a distorted geometry. Source: the Open Molecules 2025 dataset; level of theory: wB97M-V/def2-TZVPD.

Properties
Largest force on an atom ... 5.6 eV Å⁻¹
Kohn-Sham gap ... 5.9532 eV
HOMO level ... -0.28600 hartree
Lowest unoccupied orbital energy ... -1.8 eV

Geometry as ORCA input:
```
! RIJCOSX wB97M-V def2-TZVPD def2/J DEFGRID3
* xyz 0 1
N 0.5339 0.1973 3.9175
H 0.4477 2.4076 2.9417
H 0.7552 1.0002 4.4270
H -1.4411 2.9940 -1.2157
S 1.1922 -1.1375 4.7749
C -1.3907 -5.1705 3.7231
H 0.1212 3.0994 0.6973
C -0.5221 2.7897 -5.3378
C 0.3641 -0.6756 1.6537
C 0.2984 -2.6831 4.4142
H 0.6791 0.1902 -5.9280
C -0.1870 2.1184 -4.1824
C 0.3708 1.6425 2.2048
N -0.0791 2.5347 -6.5699
C -0.0796 1.4494 -1.5672
N -0.7380 2.6382 -1.8892
H 2.0923 -3.7785 4.0418
C 0.2274 2.0821 0.8719
N 0.3031 0.5738 -2.4908
H -2.1118 -5.8847 3.4471
H -0.0756 -0.9312 -0.5280
C 0.1717 1.0598 -0.1185
H 0.8491 2.1418 -6.6910
S 0.3173 -5.4950 4.0792
C -1.6810 -4.0004 4.1730
N -1.4055 3.6476 -5.1275
C 0.4287 0.3086 2.5831
C 0.6236 -0.2146 -4.9215
C -0.9276 2.9113 -3.2670
Cl -2.4298 -1.6248 5.1394
C 0.3750 0.8649 -3.8808
H -0.2856 -0.8212 -5.0375
H -0.4039 3.2990 -7.2632
O 1.0990 -0.7676 6.1966
O 2.6289 -1.0851 4.4585
N -1.6974 3.8066 -3.7763
C 1.0509 -3.7881 4.0785
C -1.2335 -2.7666 4.5187
H 0.2548 -1.7132 1.8732
H 1.4264 -0.9255 -4.7166
C 0.0782 -0.2938 0.2940
*
```

Atom charges from the Mulliken analysis, given in e for atoms 1 to 2:
1 N -0.289
2 H 0.289